The following is a DFT calculation (wB97M-V/def2-TZVPD) of C28H42AsDyO3PS3Si3 as an isolated structure.

Positions of all 82 atoms, in Å:
C: -6.088 -14.928 9.918
C: -9.583 -9.163 9.257
H: -5.712 -13.813 7.036
C: -18.086 -13.485 8.918
H: -10.166 -9.362 8.382
H: -8.882 -14.696 5.723
H: -19.128 -13.716 9.023
O: -11.137 -13.325 13.066
C: -17.575 -12.988 7.749
H: -6.304 -13.038 5.535
C: -9.760 -14.813 15.634
O: -13.369 -15.053 14.964
C: -13.464 -13.709 5.916
H: -9.184 -12.098 5.048
P: -13.583 -12.906 8.548
H: -8.580 -16.251 16.729
H: -15.794 -12.278 6.683
C: -13.554 -11.151 4.842
C: -8.674 -14.621 6.812
H: -13.506 -10.151 4.391
H: -6.921 -15.569 9.748
C: -9.047 -11.647 6.058
C: -11.020 -14.465 15.144
H: -5.440 -14.817 9.038
C: -6.716 -9.667 8.197
Si: -7.969 -10.108 9.489
H: -10.429 -17.684 17.225
C: -13.344 -11.318 6.196
Si: -6.520 -13.258 10.617
C: -12.085 -15.338 15.396
H: -5.744 -10.137 8.439
H: -5.692 -12.049 6.843
S: -9.237 -15.691 10.732
C: -13.713 -12.251 4.014
H: -12.784 -17.086 16.471
C: -11.168 -13.177 14.342
C: -7.199 -9.621 11.186
H: -8.971 -14.083 15.454
C: -13.350 -12.595 6.779
H: -8.574 -10.690 5.967
H: -6.994 -9.935 7.193
C: -6.667 -13.133 12.492
H: -5.683 -13.086 13.002
H: -7.167 -12.178 12.678
H: -18.227 -12.723 6.913
H: -7.589 -10.184 12.026
H: -15.209 -13.469 10.735
O: -11.331 -12.133 14.946
H: -4.711 -12.284 9.129
C: -5.022 -12.209 10.192
H: -10.286 -9.450 10.070
H: -4.265 -12.724 10.800
H: -13.939 -12.148 2.953
H: -6.116 -9.735 11.238
C: -9.567 -15.983 16.311
H: -5.529 -15.393 10.707
S: -12.848 -14.733 9.035
H: -9.413 -8.072 9.333
H: -7.904 -15.350 7.008
H: -13.387 -14.672 6.351
Dy: -10.827 -13.933 10.972
H: -6.705 -8.581 8.239
As: -8.545 -12.423 9.530
H: -4.990 -11.143 10.502
C: -17.247 -13.634 10.033
H: -13.170 -10.477 6.856
H: -13.749 -14.367 3.972
C: -15.397 -12.979 8.688
H: -17.606 -13.923 11.025
H: -13.336 -14.313 14.334
H: -7.407 -8.568 11.453
H: -9.584 -14.878 7.344
C: -15.890 -13.412 9.891
Si: -8.127 -12.860 7.175
C: -6.282 -12.919 6.636
S: -12.787 -11.458 9.662
C: -13.651 -13.522 4.557
C: -11.920 -16.452 16.203
C: -10.623 -16.785 16.639
C: -16.234 -12.783 7.587
H: -7.234 -13.928 12.933
H: -9.997 -11.448 6.549

Properties
2S+1: 6
Calculated total energy, eV: -186219.3597
HOMO (alpha / beta), eV: -4.5 / -4.5
Kohn-Sham gap (alpha / beta), eV: 6.83 / 6.86
⟨S²⟩: 9.355
ΔE to the lowest compared entry with this formula, charge and spin, kcal/mol: 33.9
Net charge: -1